Entry 1:
{"formula": "C4H13N2O", "method": "the ωB97M-V functional and the def2-TZVPD basis", "species": ["C", "C", "O", "N", "H", "H", "H", "H", "H", "C", "C", "N", "H", "H", "H", "H", "H", "H", "H", "H"], "coordinates": [[0.8893, -0.8768, 2.4511], [-0.3998, -0.8968, 1.5635], [-0.6885, 0.0732, 0.9626], [-0.8590, -2.0979, 1.1068], [1.7466, -0.6625, 1.7946], [1.0090, -1.8168, 2.9817], [-1.3681, -2.0945, 0.2339], [-0.8759, -2.9428, 1.5709], [0.7646, -0.0016, 3.0805], [-0.0803, 0.8950, -2.1087], [-0.4388, 2.3981, -2.0463], [1.2242, 0.3873, -1.3680], [-0.8901, 0.1125, -1.8042], [0.2288, 0.6016, -3.1604], [-0.8845, 2.5227, -3.0450], [0.3531, 3.1070, -1.9234], [1.9414, 1.1406, -1.2830], [0.8854, 0.2684, -0.2939], [1.6207, -0.4746, -1.7958], [-1.4013, 2.5111, -1.3863]], "total_energy_ha": -344.694647, "charge": 1, "homo_ev": -13.88, "spin_multiplicity": 1, "relative_energy_kcal_mol": 45.31, "orbital_gap_ev": 10.45}



Entry 2:
{"formula": "C4H8FN2", "method": "the ωB97M-V functional and the def2-TZVPD basis", "species": ["C", "C", "C", "C", "N", "N", "F", "H", "H", "H", "H", "H", "H", "H", "H"], "coordinates": [[0.6023, 1.0672, 0.1409], [-1.0179, -0.8087, 0.9838], [0.5015, 3.3965, -0.5997], [-0.1362, -2.3094, -0.5733], [0.6654, 2.2136, -0.3087], [-0.2543, -1.7801, 0.7430], [1.7065, 0.3489, 0.1395], [-1.2572, -0.3439, 1.9070], [-1.4505, -0.4019, 0.1168], [0.7585, 4.2732, 0.1254], [0.3301, 3.7911, -1.6165], [-1.2348, -2.3563, -0.9037], [0.4470, -1.5720, -1.2244], [0.2059, -3.3739, -0.5027], [0.1336, -2.1443, 1.5725]], "total_energy_ha": -366.199944, "charge": 1, "homo_ev": [-13.27, -13.27], "spin_multiplicity": 1, "relative_energy_kcal_mol": 92.64, "orbital_gap_ev": [9.04, 9.04]}



Entry 3:
{"formula": "C3H7NO3", "method": "the ωB97M-V functional and the def2-TZVPD basis", "species": ["O", "C", "O", "C", "C", "O", "N", "H", "H", "H", "H", "H", "H", "H"], "coordinates": [[-0.6941, 1.4354, -1.8896], [0.2021, 1.2241, -1.1099], [1.3349, 1.9262, -0.7097], [-0.0121, 0.1895, 0.2009], [0.2706, -1.1957, -0.1260], [0.6830, -2.2130, 0.9142], [-1.2316, 0.5308, 0.8746], [1.4259, 2.5505, -1.4327], [0.7517, 0.6190, 0.7997], [1.0738, -1.2374, -0.8549], [-0.5502, -1.7159, -0.5156], [-0.2622, -2.3260, 1.3124], [-1.8977, -0.2489, 0.6711], [-1.0940, 0.4612, 1.8656]], "total_energy_ha": -398.934779, "smiles": "N[C@@H](CO)C(=O)O", "homo_ev": -9.73, "spin_multiplicity": 1, "relative_energy_kcal_mol": 64.56, "orbital_gap_ev": 10.34}